[1]
ORCA calculation (wB97M-V/def2-TZVPD) on the molecule C24H27N3O3S in a non-equilibrium geometry.

Structure (XYZ):
```
58
Properties=species:S:1:pos:R:3:forces:R:3:nbo_charge:R:1
C 2.353391 -1.536320 -0.042548 0.5304 0.6723 -0.3774 0.195
H -4.962652 6.054463 2.953051 0.0357 0.0944 0.0447 0.207
H -2.458347 1.059294 -0.297518 -0.0538 -0.0275 -0.0207 0.174
C 2.218130 0.870776 -0.292682 0.3830 -0.2383 -0.0050 -0.131
H -6.696708 5.752088 3.150762 -0.1068 0.0800 0.0485 0.215
C -5.781645 5.387876 2.692624 0.2045 -0.3697 0.0152 -0.636
C 3.768872 -3.792702 -1.669939 0.2540 0.1180 0.3092 -0.132
H -5.906107 5.381603 1.612676 -0.0388 0.0371 -0.0591 0.225
H 0.344402 -5.400705 -0.075195 -0.0720 -0.0084 -0.0001 0.210
H -3.889351 1.991659 -0.785860 0.1812 -0.1053 0.0374 0.253
C 4.323794 -0.249349 -0.613330 -0.0988 0.1562 -0.0124 -0.206
S 4.706908 -2.950446 -0.402470 -0.3662 0.0458 -0.0966 0.274
C 2.369593 -5.118618 -3.649341 -0.0172 -0.0296 -0.0662 -0.225
H 1.817299 -5.630718 -4.422919 -0.0489 -0.0290 -0.0633 0.218
H 5.433249 -3.846076 -2.998227 0.0826 0.0545 -0.0423 0.228
C 4.397727 -4.116723 -2.860881 -0.0159 -0.0513 -0.0526 -0.214
H 0.709544 -5.065477 -2.306739 -0.0890 -0.0600 0.0166 0.208
C 1.747512 -4.806138 -2.454945 -0.0457 0.0521 0.1300 -0.129
N -3.072157 2.534242 1.023368 0.1256 -0.0407 0.0516 -0.455
H 0.004155 3.830708 1.552504 0.0263 0.0604 -0.0020 0.233
C 1.621083 -0.347257 -0.006483 0.1183 0.0168 -0.1375 -0.211
H -2.076276 3.067322 2.762124 0.1041 -0.1318 -0.0908 0.241
C -1.840392 2.722019 1.757269 0.2106 0.3287 0.2303 -0.220
C -0.948843 3.730009 1.033692 0.0491 -0.2721 -0.0399 -0.418
H 4.040693 1.872323 -0.763887 0.0321 0.0899 0.0057 0.239
C 2.142415 -6.044525 0.918247 -0.1359 0.0254 -0.0295 -0.602
H -1.439500 4.704058 1.018497 -0.0271 0.0722 0.0433 0.208
C 3.699295 -4.784690 -3.850077 0.0064 -0.0414 -0.0246 -0.193
C 3.582520 0.913656 -0.577985 -0.0962 0.1106 0.0507 -0.171
C -2.899640 2.062799 -0.331558 -0.2507 0.1227 -0.3211 -0.219
O -5.286172 2.910863 0.751935 -0.4257 0.1340 -0.1087 -0.669
H -2.536000 3.970503 -1.246708 -0.0224 0.0140 -0.0200 0.220
H -1.327950 1.755340 1.828599 -0.0144 0.0361 0.0614 0.188
H -0.127611 4.077497 -0.922421 -0.1475 -0.1441 0.0623 0.227
C 1.784980 -3.830408 -0.153724 -0.2637 0.0841 0.0455 0.346
H -6.292935 3.298649 2.875919 0.1350 0.0773 0.1348 0.199
H -5.379167 3.953009 4.270357 -0.0223 -0.0366 -0.1309 0.186
N 1.730421 -2.681890 0.379506 -0.5224 -0.5228 0.6761 -0.447
C 3.716362 -1.468355 -0.364286 0.0857 -0.4231 0.0571 -0.208
H 1.660414 -6.854596 1.459556 0.0112 -0.0989 0.0357 0.215
H 2.925760 -5.625949 1.545711 0.0967 0.0078 0.0581 0.215
H 2.601490 -6.451384 0.019385 0.0683 -0.0831 -0.0213 0.209
C -2.011459 3.021407 -1.130223 0.1055 -0.2043 0.1718 -0.417
H 0.582609 -0.425795 0.280298 -0.0902 0.0132 0.0995 0.210
H 4.190801 -5.040597 -4.776420 0.0362 -0.0238 -0.0847 0.219
C 1.487997 2.173150 -0.254631 -0.1692 -0.1198 -0.0508 0.668
C -0.687416 3.282994 -0.412392 0.0658 0.5313 0.0072 -0.050
H -1.827098 2.610319 -2.124086 0.0055 0.0337 -0.0596 0.216
C 2.438569 -4.145781 -1.441949 0.3183 0.0856 -0.3156 -0.158
H 0.649522 -4.576822 1.466203 -0.0372 0.0487 -0.1239 0.231
O 2.060923 3.232145 -0.078527 0.1316 0.1684 0.0186 -0.622
N 0.150735 2.100368 -0.446185 -0.3481 -0.1342 -0.0381 -0.624
C -4.283022 2.985514 1.423965 0.0354 -0.1614 0.1786 0.896
H -0.287730 1.211465 -0.613720 0.1621 -0.0141 -0.0569 0.397
C -5.490754 3.976904 3.184076 -0.5107 0.1966 0.0104 -0.067
O -4.249950 3.488222 2.680012 0.2916 -0.0569 -0.1680 -0.528
C 1.117900 -4.966855 0.562325 0.0624 -0.1571 0.0846 -0.446
H 5.379817 -0.225070 -0.834803 0.0822 0.0179 -0.0655 0.226
```
Positions in Å, forces in eV/Å.

Energy relative to the best compared isomer or geometry (same formula, charge and spin): 0.0 kcal per mole
Spin multiplicity: 1
Charge: 0
E: -1718.9906 hartree
HOMO: -8.49 eV
Kohn-Sham gap: 8.8 eV
Lowest unoccupied orbital energy: 0.3 eV

***

[2]
ORCA calculation (wB97M-V/def2-TZVPD) on a structure of composition C24H27N3O4S in a non-equilibrium geometry.

Structure (XYZ):
```
59
Properties=species:S:1:pos:R:3:forces:R:3:nbo_charge:R:1
C 1.286955 -1.510399 -0.362350 -10.6752 3.3539 -0.6929 0.636
C -0.525192 -0.540047 -4.491044 1.9239 1.0915 3.3076 -0.230
C 1.934950 -1.227430 2.021826 -3.8717 -2.4769 -2.2173 0.031
O -3.339706 1.510754 0.470947 5.0456 2.9947 -0.4051 -0.734
H -2.600006 4.979440 0.582786 0.9111 -0.5716 -2.0705 0.221
C 0.205371 -1.435407 -1.344751 -2.9843 5.4268 3.6779 -0.280
C 0.459635 -1.658571 -2.697460 4.4177 -6.0436 0.4147 -0.454
H -1.003494 2.138941 -1.500822 0.8327 0.4708 1.0079 0.211
C 2.651836 -0.129170 2.194923 3.5964 2.9525 1.3162 0.353
H -1.294064 -3.613961 -3.475915 0.0361 1.5435 -1.1213 0.196
C -2.360386 0.897255 2.449475 1.0634 -5.9239 -3.5271 -0.538
H 1.428442 -1.221972 -2.870270 0.3034 0.6546 -1.1800 0.231
C -0.986806 -0.514294 -1.009509 10.4143 -7.6630 4.8608 0.603
C 3.714587 -1.391075 4.052953 -2.6711 1.1554 -2.5930 -0.141
O 2.444286 0.853476 1.304224 -0.4561 0.9687 0.5361 -0.491
H 0.113772 0.240635 -4.208577 0.9469 1.2432 -0.2218 0.202
H 4.335667 1.610584 1.210565 -0.3896 0.0475 0.6109 0.183
O -1.869849 -0.477174 -1.868273 -6.4663 4.5843 0.2781 -0.614
H -3.011927 3.816661 -0.700180 0.2210 -0.0085 -0.4992 0.264
H -3.232242 -3.027557 -5.067871 -4.4650 -4.2833 -1.0194 0.196
C -2.382835 -1.182194 -5.665928 -11.0027 -10.0259 -2.3704 -0.221
C -1.061851 3.507367 0.223725 7.3252 0.1569 0.6845 0.128
S -0.710729 0.009015 2.793398 0.4825 0.4546 2.1319 0.135
C -1.543255 -0.391566 -5.294430 5.1511 11.8980 -6.0703 -0.165
C 3.310780 1.930968 1.521592 2.4834 -1.7506 -1.2307 -0.259
N 0.816818 -1.111667 0.962474 17.8466 -6.2258 -0.3258 -0.396
C 3.660318 -0.046466 3.176179 -3.0226 -8.3359 2.1024 -0.308
H -2.977439 -0.229844 2.168268 1.1491 4.2595 0.8276 0.268
O 2.201855 -2.148585 -0.368754 9.7957 -5.2430 -1.1071 -0.578
H -2.536538 0.164224 -1.332911 0.4558 -1.5851 -1.8463 0.533
H 4.405724 -1.704069 4.765077 1.7880 0.9899 1.2986 0.207
C -0.223776 2.689807 -0.855259 -6.5219 5.6736 -5.9336 -0.629
H 0.803940 -2.825266 -2.654254 -0.4995 1.9940 -0.4851 0.211
C -2.459868 -2.502267 -4.856040 4.5474 7.6130 -2.5971 -0.178
H -1.312140 0.651028 -6.163942 -1.0942 -2.7263 2.7101 0.148
H 3.121207 2.644034 0.826645 -1.1615 2.2052 -2.1244 0.192
C -0.214484 -0.725089 1.239669 -14.1835 7.8501 2.9797 0.397
C 0.122864 4.261846 1.046254 1.1319 6.3517 -3.8652 -0.675
C 2.068276 -2.378581 2.710790 -4.6725 -3.1853 1.3538 -0.116
H 1.156949 -3.238901 2.538990 2.9305 2.3601 0.0422 0.223
H -1.661492 5.045048 -1.084757 -0.4386 0.1508 -0.0076 0.238
C 2.791178 -2.487400 3.907514 1.7448 4.7462 -4.0576 -0.264
H -0.531789 2.278740 2.091083 -1.7964 0.8645 -2.5598 0.460
H 1.185944 3.840539 1.201292 -2.3396 -0.1368 0.2942 0.250
H 0.539039 5.197101 0.210312 -1.1035 -2.5404 1.9506 0.195
H 4.348497 0.636244 3.438280 1.9612 2.4717 0.3574 0.223
H 0.155587 3.433062 -1.774263 -1.0073 -1.1858 2.4319 0.201
H 2.864061 -3.440120 4.262528 0.4643 -2.0306 1.8635 0.220
N -1.047429 -0.383565 0.338177 -5.8696 2.1934 -3.0139 -0.649
H -0.274585 5.074469 1.769946 0.6779 -2.0571 -0.3329 0.238
H -3.264085 -1.124007 -6.490744 2.5024 0.4445 1.9930 0.220
C -1.371624 -2.643334 -4.116155 0.0376 -3.4065 5.0219 -0.191
H -2.650070 1.385489 3.348309 -0.2479 0.3792 0.6839 0.228
N -1.253177 2.539217 1.265066 4.2814 3.9395 0.8541 -0.646
H 0.536828 2.089942 -0.868175 4.5425 -3.5821 2.0042 0.220
H 3.379670 2.400574 2.458979 -0.4923 0.0870 1.6393 0.186
C -2.169142 1.785831 1.094877 -13.1467 -10.1316 3.4918 0.719
C -0.545230 -1.573305 -3.672684 -0.3106 -2.0884 -2.8839 0.014
C -2.168317 4.413193 -0.361047 -0.1216 -0.3629 3.6321 -0.625
```
Positions in Å, forces in eV/Å.

Energy relative to the best compared isomer or geometry (same formula, charge and spin): 456.6 kcal per mole
Spin multiplicity: 1
Charge: 0
E: -1793.5062 hartree
HOMO: -7.35 eV
Kohn-Sham gap: 7.7 eV
Lowest unoccupied orbital energy: 0.3 eV